# 1
Density functional theory data (ωB97M-V with the def2-TZVPD basis set) for an isolated molecule of C3H2N2O2.

Geometry as XYZ:
```
9
Properties=species:S:1:pos:R:3:forces:R:3
N -0.69744 2.17952 0.72755 -0.230 -1.072 -0.188
C 1.49368 0.13442 -0.30190 0.386 0.332 -0.427
H 1.83004 0.28521 0.73357 -0.080 0.004 -0.106
O 0.41047 -0.75144 -0.39303 -0.071 -0.022 -0.110
N -1.83136 -1.06082 0.16826 0.424 0.201 -0.033
C -0.82656 1.06032 0.46864 0.113 1.049 0.260
H -1.65000 -2.01373 -0.15088 0.018 0.071 0.017
C -0.80095 -0.34656 0.08640 -0.339 -0.156 0.066
O 1.99179 0.60049 -1.27041 -0.220 -0.408 0.522
```
Forces are in eV/Å.

Output
Kohn-Sham gap, eV: 11.53
Total charge: 0
Energy above the lowest of the compared OMol25 structures with the same formula, charge and spin, eV: 1.2047
SMILES string: [H]/N=C(/C#N)OC=O



# 2
Density functional theory data (ωB97M-V with the def2-TZVPD basis set) for C3H2N2O2 as an isolated structure.

Geometry as XYZ:
```
9
Properties=species:S:1:pos:R:3:forces:R:3
N -1.20242 0.30620 1.05794 0.475 1.238 3.889
H -2.91118 -0.38745 -0.12659 1.373 0.753 0.217
C 1.80585 0.16748 -0.15565 1.026 -2.888 0.781
C -0.08686 0.18168 0.21082 4.241 -2.307 0.894
O 0.92513 1.10921 -0.06455 -1.935 4.316 -0.688
C -1.85031 -0.03557 0.04900 -3.411 -1.390 -0.763
H 2.77670 0.26610 -0.59801 0.410 0.470 0.018
N 1.28243 -0.89468 0.31870 -2.538 0.700 -0.503
O -0.89748 -0.11086 -0.86704 0.358 -0.891 -3.844
```
Forces are in eV/Å.

Output
Kohn-Sham gap, eV: 10.76
Total charge: 0
Energy above the lowest of the compared OMol25 structures with the same formula, charge and spin, eV: 4.0653



# 3
Density functional theory data (ωB97M-V with the def2-TZVPD basis set) for C3H2N2O2 as an isolated structure.

Geometry as XYZ:
```
9
Properties=species:S:1:pos:R:3:forces:R:3
O 0.36651 0.90788 0.81789 -0.216 -0.126 0.051
O -0.85922 -0.88336 1.47469 0.235 0.261 -0.060
N 0.01585 -1.94631 0.25371 0.230 0.426 -0.658
C 0.37458 -1.32297 -0.72140 -0.268 -0.277 0.571
N 0.51064 0.65117 -2.24142 -0.105 -0.576 0.787
C 0.39252 -0.13646 -1.36047 0.073 0.364 -0.683
H -0.70764 0.79781 2.53984 0.047 -0.043 -0.161
C -0.37766 0.30388 1.59926 -0.017 0.020 -0.055
H 0.28443 1.62835 -2.36210 0.021 -0.049 0.208
```
Forces are in eV/Å.

Output
Kohn-Sham gap (alpha / beta), eV: 7.88 / 7.88
Total charge: 0
Energy above the lowest of the compared OMol25 structures with the same formula, charge and spin, eV: 4.5913



# 4
Density functional theory data (ωB97M-V with the def2-TZVPD basis set) for an isolated molecule of C3H2N2O2.

Geometry as XYZ:
```
9
Properties=species:S:1:pos:R:3:forces:R:3
H 1.77373 1.09669 -0.09813 0.727 -1.368 0.174
C -1.61657 1.02263 0.06965 -1.108 0.843 -0.431
C 0.31130 -0.22404 -0.18251 1.521 -1.214 0.850
H 2.44009 -0.60809 0.04242 -1.217 1.176 -0.175
C -0.35291 -1.31409 0.11922 0.860 -0.355 -0.281
O -2.71938 1.29873 0.13104 -2.946 0.473 0.620
N -0.46777 0.89142 -0.12573 2.290 1.090 -0.505
N 1.68540 0.07042 -0.16907 0.515 0.333 -0.377
O -1.05389 -2.23367 0.21309 -0.642 -0.977 0.125
```
Forces are in eV/Å.

Output
Kohn-Sham gap, eV: 8.04
Total charge: 0
Energy above the lowest of the compared OMol25 structures with the same formula, charge and spin, eV: 2.0720



# 5
Density functional theory data (ωB97M-V with the def2-TZVPD basis set) for C3H2N2O2 as an isolated structure.

Geometry as XYZ:
```
9
Properties=species:S:1:pos:R:3:forces:R:3
C -1.04741 -0.73879 0.02891 0.151 0.430 -0.629
H -2.08568 -1.09362 -0.07399 -0.085 0.846 0.170
O 1.28601 -1.25891 0.07603 0.617 -0.838 -0.127
N -0.37024 -1.81629 0.20881 3.232 1.432 -0.163
C -0.53989 0.56189 -0.12548 -1.328 2.112 -0.160
O 1.32228 2.05861 0.25889 -0.487 -0.563 -0.599
H -1.30190 1.45699 -0.23704 1.794 -2.094 0.227
N 1.86400 -0.13075 -0.12195 -3.780 -1.290 0.498
C 0.87283 0.96088 -0.01418 -0.115 -0.035 0.782
```
Forces are in eV/Å.

Output
Kohn-Sham gap (alpha / beta), eV: 6.66 / 7.93
Total charge: 0
Energy above the lowest of the compared OMol25 structures with the same formula, charge and spin, eV: 6.3047



# 6
Density functional theory data (ωB97M-V with the def2-TZVPD basis set) for C3H2N2O2 as an isolated structure.

Geometry as XYZ:
```
9
Properties=species:S:1:pos:R:3:forces:R:3
C 0.72263 1.05296 -0.02433 1.230 -3.174 0.231
H -1.00194 -2.02880 0.11130 0.226 0.161 -0.080
N -1.32276 -0.05958 -0.00270 -0.062 0.563 0.068
C -0.72158 1.07536 -0.04553 -0.585 0.300 -0.096
C 0.81929 -0.95414 -0.00877 0.578 3.184 -0.064
O 1.72561 -1.72365 -0.03285 -0.322 0.009 0.065
H -1.32889 1.96313 -0.10730 -0.054 0.160 0.019
O 1.62831 1.81193 0.04631 -0.733 -0.244 -0.165
N -0.52067 -1.13722 0.06387 -0.277 -0.958 0.021
```
Forces are in eV/Å.

Output
Kohn-Sham gap, eV: 7.82
Total charge: 0
Energy above the lowest of the compared OMol25 structures with the same formula, charge and spin, eV: 2.1852



# 7
Density functional theory data (ωB97M-V with the def2-TZVPD basis set) for an isolated molecule of C3H2N2O2.

Geometry as XYZ:
```
9
Properties=species:S:1:pos:R:3:forces:R:3
C -1.37455 0.01045 -0.14003 1.045 0.240 -0.213
C -2.32826 -0.53899 0.57510 -0.774 -0.484 0.844
N -0.07172 -0.17370 0.39435 -0.028 0.007 -0.054
N -1.55834 0.65987 -1.34271 -0.276 -0.045 -0.147
H 0.44333 0.69678 0.45454 -0.074 -0.079 0.102
O -2.15015 1.98108 -3.18168 -0.390 0.853 -1.016
C -1.88926 1.35804 -2.23982 0.363 -0.883 0.978
H 0.47351 -0.85954 -0.11520 -0.075 0.087 -0.010
O -3.09197 -1.05787 1.28256 0.208 0.306 -0.485
```
Forces are in eV/Å.

Output
Kohn-Sham gap, eV: 9.20
Total charge: 0
Energy above the lowest of the compared OMol25 structures with the same formula, charge and spin, eV: 1.2442



# 8
Density functional theory data (ωB97M-V with the def2-TZVPD basis set) for a 2-piece molecular cluster, C3H2N2O2 overall.

Geometry as XYZ:
```
9
Properties=species:S:1:pos:R:3:forces:R:3
C 2.03506 -0.58674 0.11514 4.694 -1.834 -3.048
O 1.27698 2.82083 -0.06218 -1.965 4.759 0.009
H 2.98926 -1.11377 -0.41938 -1.911 0.784 1.258
O 1.20131 -1.20219 0.64314 -2.532 -1.176 1.728
C 1.57593 1.74593 -0.05825 0.188 -0.260 0.194
N 2.15495 0.72853 -0.09146 1.554 -2.177 -0.134
N -1.23107 1.09987 -0.55047 1.296 2.259 -5.728
H -1.70216 0.31069 1.41413 0.154 0.008 -0.051
C -1.43611 0.70174 0.45640 -1.478 -2.362 5.771
```
Forces are in eV/Å.

Output
Kohn-Sham gap, eV: 11.71
Total charge: 0
Energy above the lowest of the compared OMol25 structures with the same formula, charge and spin, eV: 1.4164
SMILES string: O=C=NC=O.C#N



# 9
Density functional theory data (ωB97M-V with the def2-TZVPD basis set) for an isolated molecule of C3H2N2O3.

Geometry as XYZ:
```
10
Properties=species:S:1:pos:R:3:forces:R:3
C 0.18900 -0.30526 -1.65664 -0.817 1.173 -3.186
C -0.40274 0.12871 1.83166 0.985 1.136 1.749
H -0.62516 -1.10762 -1.73330 1.259 0.638 -0.073
N 0.44255 1.09820 1.64326 -0.153 -1.636 -0.778
N 0.33352 -0.07536 -0.30906 -1.426 -0.535 2.561
H -0.77339 -0.15477 2.86863 0.228 0.753 -1.793
C -0.61709 -0.58101 0.61078 -2.488 -3.869 -1.760
O 0.64807 0.32840 -2.60813 -0.572 -1.584 2.677
O 0.93688 0.97682 0.33231 0.631 1.583 0.132
O -1.46608 -1.47424 0.37714 2.354 2.341 0.470
```
Forces are in eV/Å.

Output
Kohn-Sham gap, eV: 9.49
Total charge: 0
Energy above the lowest of the compared OMol25 structures with the same formula, charge and spin, eV: 4.6847
SMILES string: O=Cn1oncc1=O



# 10
Density functional theory data (ωB97M-V with the def2-TZVPD basis set) for an isolated molecule of C3H2N2O3S2.

Geometry as XYZ:
```
12
Properties=species:S:1:pos:R:3:forces:R:3
C 0.50884 -0.54219 -0.32276 -0.139 0.136 -0.049
O -0.02325 -2.34371 -3.53577 -0.054 -0.105 -0.575
O 0.02646 0.58796 -4.16642 -0.926 1.154 -0.679
S -1.06259 1.56442 -4.05935 1.113 0.349 -0.986
H 0.96813 -0.84430 0.60797 0.066 -0.022 0.033
H -0.76441 0.75628 0.75610 -0.058 -0.050 -0.294
C 0.72260 -1.08259 -1.49070 0.684 -0.144 -1.292
O -0.65854 2.83392 -3.50635 -0.206 -0.141 -0.130
S 0.89597 -1.30683 -3.08078 0.057 -0.857 2.415
N -1.20958 0.72930 -1.16457 -1.002 0.183 -0.854
C -1.72000 0.68522 -2.21228 -0.221 -0.329 1.523
N -0.40518 0.53314 -0.16477 0.686 -0.173 0.888
```
Forces are in eV/Å.

Output
Kohn-Sham gap, eV: 8.79
Total charge: 0
Energy above the lowest of the compared OMol25 structures with the same formula, charge and spin, eV: 2.0976



# 11
Density functional theory data (ωB97M-V with the def2-TZVPD basis set) for an isolated molecule of C3H2N2OS2.

Geometry as XYZ:
```
10
Properties=species:S:1:pos:R:3:forces:R:3
H -2.11789 1.51508 -0.12895 -1.560 0.554 -0.122
C -1.24873 0.94548 -0.07937 0.915 -1.342 0.287
H 3.23930 -0.17628 0.02851 -0.740 -0.958 -0.201
N 1.00079 0.89529 -0.02371 0.743 -2.130 -0.740
C -1.29923 -0.50628 0.02470 -2.919 -0.405 -0.113
S 2.48059 -1.33412 -0.10743 -0.624 1.224 0.289
N -0.15866 1.58362 0.00858 0.106 1.285 0.196
S -2.67497 -1.38798 -0.09661 0.609 0.503 0.045
C 0.93990 -0.40819 0.01420 1.852 1.164 1.336
O -0.16113 -1.12663 0.36007 1.618 0.106 -0.977
```
Forces are in eV/Å.

Output
Kohn-Sham gap, eV: 8.22
Total charge: 0
Energy above the lowest of the compared OMol25 structures with the same formula, charge and spin, eV: 1.7955
SMILES string: S=c1cnnc(S)o1



# 12
Density functional theory data (ωB97M-V with the def2-TZVPD basis set) for an isolated molecule of C3H2N2S.

Geometry as XYZ:
```
8
Properties=species:S:1:pos:R:3:forces:R:3
C 0.09673 -1.15022 -0.07220 3.724 0.794 1.989
N 1.40781 0.68939 -0.10090 0.673 -2.037 0.184
H 0.26025 2.27028 0.19688 -1.265 -2.680 -1.198
C 0.20899 1.09798 -0.06628 2.193 5.204 2.304
H -0.35817 -2.14837 -0.02385 0.643 0.355 -0.145
S -2.27131 0.00333 -0.05370 -4.102 0.337 0.144
C -0.74868 0.06767 0.10436 2.267 -1.844 -1.814
N 1.40438 -0.83005 0.01568 -4.132 -0.130 -1.465
```
Forces are in eV/Å.

Output
Kohn-Sham gap, eV: 7.38
Total charge: 0
Energy above the lowest of the compared OMol25 structures with the same formula, charge and spin, eV: 2.3655
SMILES string: S=C1C=NN=C1